Entry one
DFT (ωB97M-V/def2-TZVPD) results for a molecular structure, C6H11N2O2S2.

Computed properties:
Total charge: +1
Orbital gap, eV: 7.886

Positions of all 23 atoms, in Å:
C1 -2.542 -0.237 -0.244
C2 0.961 -1.000 -0.318
C3 -2.598 0.616 0.922
C4 -0.170 -0.040 0.111
C5 3.137 -1.811 0.347
C6 1.873 2.523 0.137
N1 -1.281 -0.398 -0.609
N2 -3.590 -0.818 -0.836
O1 0.775 -1.769 -1.185
O2 2.050 -0.838 0.396
S1 -0.933 0.471 1.634
S2 0.729 1.718 -1.020
H1 -2.578 1.689 0.595
H2 -3.254 0.401 1.920
H3 3.751 -1.501 1.171
H4 3.754 -1.920 -0.524
H5 2.584 -2.696 0.514
H6 1.529 2.674 1.168
H7 1.970 3.554 -0.236
H8 2.870 2.125 -0.054
H9 -1.075 -1.013 -1.446
H10 -4.539 -0.395 -0.795
H11 -3.422 -1.336 -1.649


Entry two
DFT (ωB97M-V/def2-TZVPD) results for a gas-phase ion, C6H11N2O2S2 (charge +1).

Computed properties:
Total charge: +1
Orbital gap, eV: 8.194

Positions of all 23 atoms, in Å:
C1 -0.522 -0.454 -0.966
C2 -2.788 -0.126 -0.316
C3 0.211 -1.809 -0.561
C4 1.569 0.265 -0.130
C5 -3.317 1.038 1.691
C6 4.239 0.457 0.967
N1 0.531 0.563 -0.851
N2 -1.060 -0.467 -2.259
O1 -1.430 -0.003 0.008
O2 -3.633 0.262 0.509
S1 1.580 -1.367 0.472
S2 2.741 1.357 0.323
H1 -0.381 -2.514 0.121
H2 0.529 -2.305 -1.462
H3 -2.441 0.582 2.168
H4 -4.206 0.863 2.411
H5 -3.211 2.027 1.276
H6 4.967 1.157 1.361
H7 4.502 -0.108 0.111
H8 4.099 -0.167 1.850
H9 0.423 1.408 -1.408
H10 -0.432 -0.589 -2.974
H11 -1.970 -0.070 -2.339


Energy ordering: entry one at the bottom, the next structure 103.4 kJ/mol above.


Entry one
DFT (ωB97M-V/def2-TZVPD) results for a molecular structure, C43H35ClN4O4PtS3.

Computed properties:
Total charge: 0
Orbital gap, eV: 7.283

Positions of all 91 atoms, in Å:
Pt1 -1.581 -1.544 -0.893
C1 1.121 -3.100 6.806
C2 0.648 -2.392 5.566
C3 1.513 -2.214 4.482
C4 1.090 -1.591 3.324
C5 -0.225 -1.140 3.259
C6 -1.109 -1.315 4.307
C7 -0.660 -1.934 5.466
S1 -0.828 -0.374 1.791
O1 -0.260 -1.232 0.649
C8 0.085 1.156 1.829
C9 0.234 1.756 3.099
C10 0.919 2.922 3.230
C11 1.508 3.538 2.104
C12 2.263 4.732 2.225
C13 2.831 5.313 1.131
C14 2.672 4.725 -0.143
C15 1.949 3.577 -0.291
C16 1.344 2.947 0.831
C17 0.597 1.733 0.692
C18 0.371 1.250 -0.717
C19 -0.662 1.885 -1.475
C20 -1.498 2.886 -0.916
C21 -2.485 3.472 -1.657
C22 -2.703 3.082 -2.997
C23 -1.910 2.125 -3.563
C24 -0.867 1.516 -2.823
C25 -0.035 0.528 -3.409
C26 0.955 -0.051 -2.688
C27 1.166 0.323 -1.338
S2 2.446 -0.628 -0.458
O2 2.774 0.074 0.823
C28 3.787 -0.222 -1.583
C29 4.175 -1.142 -2.542
C30 5.225 -0.830 -3.398
C31 5.899 0.381 -3.288
C32 7.058 0.706 -4.192
C33 5.501 1.281 -2.298
C34 4.454 0.986 -1.444
H1 2.169 -2.881 7.009
H2 1.028 -4.182 6.686
H3 0.533 -2.810 7.676
H4 2.536 -2.565 4.554
H5 1.760 -1.437 2.486
H6 -2.135 -0.979 4.217
H7 -1.342 -2.075 6.296
H8 -0.199 1.282 3.970
H9 1.032 3.382 4.204
H10 2.382 5.172 3.208
H11 3.407 6.224 1.236
H12 3.130 5.188 -1.008
H13 1.839 3.131 -1.270
H14 -1.366 3.172 0.119
H15 -3.106 4.239 -1.211
H16 -3.493 3.548 -3.573
H17 -2.063 1.816 -4.590
H18 -0.213 0.228 -4.435
H19 1.563 -0.829 -3.128
H20 3.660 -2.093 -2.621
H21 5.530 -1.544 -4.154
H22 7.049 0.083 -5.086
H23 8.007 0.539 -3.678
H24 7.034 1.751 -4.502
H25 6.024 2.226 -2.199
H26 4.154 1.671 -0.660
S3 -3.300 -3.111 0.963
C35 -3.031 -4.640 0.395
N1 -2.786 -4.809 -0.952
C36 -2.489 -5.990 -1.519
C37 -2.486 -7.110 -0.758
C38 -2.773 -6.921 0.614
N2 -3.025 -5.772 1.175
H27 -2.710 -3.956 -1.496
H28 -2.259 -5.968 -2.575
H29 -2.260 -8.080 -1.171
H30 -2.783 -7.781 1.279
C39 -5.625 2.273 0.177
N3 -4.959 1.226 -0.587
C40 -5.480 0.764 -1.753
C41 -4.876 -0.186 -2.497
C42 -3.646 -0.672 -1.982
O3 -2.901 -1.591 -2.485
N4 -3.134 -0.194 -0.849
C43 -3.727 0.771 -0.085
O4 -3.275 1.238 0.940
H31 -6.653 2.357 -0.166
H32 -5.111 3.226 0.047
H33 -5.606 2.015 1.232
H34 -6.423 1.205 -2.045
H35 -5.292 -0.563 -3.417
Cl1 -0.075 -3.175 -1.529


Entry two
DFT (ωB97M-V/def2-TZVPD) results for a molecular structure, C43H35ClN4O4PtS3.

Computed properties:
Total charge: 0
Orbital gap, eV: 8.003

Positions of all 91 atoms, in Å:
Pt1 1.091 -2.364 -1.764
C1 -4.496 5.495 -2.944
C2 -3.808 4.173 -2.737
C3 -4.538 2.984 -2.747
C4 -3.913 1.760 -2.584
C5 -2.539 1.724 -2.396
C6 -1.788 2.887 -2.412
C7 -2.429 4.108 -2.573
S1 -1.695 0.153 -2.201
O1 -2.495 -0.842 -2.963
C8 -2.171 -0.130 -0.471
C9 -3.310 -0.939 -0.267
C10 -3.729 -1.216 0.996
C11 -3.050 -0.679 2.117
C12 -3.489 -0.938 3.439
C13 -2.841 -0.392 4.510
C14 -1.722 0.442 4.306
C15 -1.270 0.701 3.044
C16 -1.916 0.141 1.913
C17 -1.456 0.382 0.580
C18 -0.297 1.301 0.363
C19 -0.593 2.699 0.427
C20 -1.912 3.159 0.679
C21 -2.191 4.493 0.713
C22 -1.170 5.444 0.492
C23 0.106 5.032 0.245
C24 0.427 3.652 0.207
C25 1.738 3.207 -0.062
C26 2.027 1.879 -0.100
C27 1.013 0.924 0.127
S2 1.684 -0.766 0.114
O2 3.138 -0.572 0.005
C28 1.377 -1.201 1.818
C29 0.683 -2.345 2.162
C30 0.514 -2.657 3.504
C31 1.058 -1.855 4.499
C32 0.876 -2.200 5.950
C33 1.780 -0.721 4.124
C34 1.935 -0.383 2.795
H1 -5.507 5.482 -2.538
H2 -4.572 5.727 -4.009
H3 -3.944 6.306 -2.469
H4 -5.612 3.021 -2.890
H5 -4.470 0.832 -2.620
H6 -0.710 2.839 -2.311
H7 -1.845 5.021 -2.576
H8 -3.803 -1.353 -1.138
H9 -4.590 -1.852 1.162
H10 -4.355 -1.572 3.582
H11 -3.188 -0.591 5.516
H12 -1.215 0.876 5.159
H13 -0.406 1.335 2.897
H14 -2.703 2.436 0.830
H15 -3.204 4.828 0.898
H16 -1.406 6.500 0.518
H17 0.896 5.753 0.072
H18 2.516 3.941 -0.234
H19 3.029 1.521 -0.294
H20 0.237 -2.962 1.394
H21 -0.062 -3.534 3.775
H22 -0.040 -2.771 6.105
H23 0.830 -1.302 6.566
H24 1.711 -2.805 6.312
H25 2.209 -0.085 4.890
H26 2.493 0.501 2.511
S3 -0.360 -3.887 -0.782
C35 0.755 -5.117 -0.385
N1 2.085 -5.026 -0.675
C36 2.969 -5.963 -0.313
C37 2.539 -7.079 0.344
C38 1.162 -7.144 0.597
N2 0.301 -6.210 0.260
H27 2.464 -4.183 -1.152
H28 3.996 -5.750 -0.578
H29 3.218 -7.856 0.653
H30 0.745 -8.006 1.108
C39 3.840 1.418 -4.532
N3 3.887 0.154 -3.816
C40 5.047 -0.547 -3.666
C41 5.099 -1.700 -2.985
C42 3.882 -2.226 -2.403
O3 3.856 -3.302 -1.786
N4 2.745 -1.479 -2.575
C43 2.696 -0.292 -3.241
O4 1.688 0.394 -3.328
H31 4.777 1.549 -5.068
H32 3.692 2.250 -3.842
H33 3.011 1.413 -5.235
H34 5.919 -0.107 -4.132
H35 6.016 -2.253 -2.864
Cl1 1.055 -3.682 -3.620


Energy ordering: entry two at the bottom, the next structure 107.8 kJ/mol above.


Entry one
DFT (ωB97M-V/def2-TZVPD) results for a molecular structure, C5H7NO3S.

Computed properties:
Total charge: 0
Orbital gap (spin up / spin down), eV: 7.794 / 7.794

Positions of all 17 atoms, in Å:
C1 1.737 -0.535 0.466
C2 -1.591 -0.247 -0.396
C3 -0.638 -1.218 -0.113
C4 2.740 0.588 0.285
C5 -3.019 -0.312 -0.013
N1 0.661 -0.434 -0.222
O1 -0.618 -2.408 0.156
O2 -0.058 1.374 -2.010
O3 -0.116 2.054 0.337
S1 -0.356 1.069 -0.640
H1 2.045 -1.482 1.070
H2 2.521 1.211 -0.612
H3 2.733 1.298 1.144
H4 3.779 0.256 0.289
H5 -3.504 0.215 -0.747
H6 -3.070 -0.034 1.045
H7 -3.247 -1.396 -0.040


Entry two
DFT (ωB97M-V/def2-TZVPD) results for 2 unconnected molecules or ions with the total composition C5H7NO3S.

Computed properties:
Total charge: 0
Orbital gap, eV: 9.317

Positions of all 17 atoms, in Å:
C1 -1.314 2.204 -1.684
C2 -0.261 1.604 -2.452
C3 -1.527 1.368 -0.608
C4 0.288 0.599 -1.701
C5 1.267 -2.605 2.201
N1 -0.512 0.516 -0.541
O1 0.648 -1.533 0.257
O2 0.231 0.362 1.738
O3 0.676 -1.871 2.936
S1 -0.446 -0.660 0.686
H1 -1.844 3.008 -1.988
H2 0.247 1.757 -3.370
H3 -2.191 1.283 0.175
H4 1.064 -0.080 -1.622
H5 0.755 -3.575 1.715
H6 2.319 -2.354 1.687
H7 0.599 -0.024 2.572


Energy ordering: entry two at the bottom, the next structure 7.9 kJ/mol above.


Entry one
DFT (ωB97M-V/def2-TZVPD) results for a molecular structure, C6H7FO.

Computed properties:
Total charge: 0
Orbital gap, eV: 9.728

Positions of all 15 atoms, in Å:
C1 -0.640 0.645 -0.416
C2 -0.736 -0.347 0.759
C3 -0.328 -1.364 -0.353
C4 0.473 -0.287 -0.874
C5 1.426 0.143 0.204
C6 0.749 -0.026 1.322
H1 -1.148 2.593 -0.062
H2 -1.561 0.623 -1.140
H3 -1.446 -0.625 1.542
H4 0.100 -2.334 -0.027
H5 -1.107 -1.610 -1.100
H6 0.730 -0.001 -1.835
H7 1.004 0.248 2.265
O1 -0.263 2.025 -0.057
F1 2.747 0.317 -0.228


Entry two
DFT (ωB97M-V/def2-TZVPD) results for C6H7FO in the gas phase.

Computed properties:
Total charge: 0
SMILES: CC1=C(F)[C@H]2C[C@H]2O1
Orbital gap, eV: 9.280

Positions of all 15 atoms, in Å:
C1 -0.110 2.357 -0.228
C2 0.104 0.889 -0.174
C3 0.800 0.138 0.677
F1 1.518 0.575 1.713
C4 0.648 -1.307 0.352
C5 -0.762 -1.818 0.390
C6 -0.229 -1.223 -0.863
O1 -0.492 0.132 -1.159
H1 -1.163 2.626 -0.071
H2 0.207 2.762 -1.212
H3 0.485 2.843 0.559
H4 1.499 -1.986 0.456
H5 -0.912 -2.904 0.356
H6 -1.502 -1.295 0.976
H7 -0.091 -1.790 -1.770


Energy ordering: entry two at the bottom, the next structure 209.2 kJ/mol above.